{"formula": "C12H26N3O7Pd", "method": "ωB97M-V/def2-TZVPD", "elements": ["Pd", "O", "O", "O", "O", "O", "O", "O", "N", "N", "N", "C", "C", "C", "C", "C", "C", "C", "C", "C", "C", "C", "C", "H", "H", "H", "H", "H", "H", "H", "H", "H", "H", "H", "H", "H", "H", "H", "H", "H", "H", "H", "H", "H", "H", "H", "H", "H", "H"], "xyz": [[0.7306, 0.4092, -1.3014], [0.6558, -4.3452, -2.1911], [-2.4556, 1.2410, -5.3780], [1.8512, 4.1314, -2.0760], [3.2945, 4.9203, -3.4894], [4.0932, 0.8459, 3.0977], [3.0414, 2.8302, -3.2417], [-2.2399, 0.2999, 2.6725], [-2.7630, -0.1673, 4.7853], [-3.5781, 1.6563, -7.3080], [5.5829, 1.3293, 4.8802], [-3.3527, 0.3257, 6.0693], [-1.0725, -6.0717, -2.3587], [6.9720, 1.5598, 5.3247], [5.1633, 1.2977, 3.5924], [-4.9098, 1.5352, -6.7060], [4.7221, 0.7063, 5.9652], [-3.4164, 1.8735, -8.7186], [-2.1180, -1.4522, 4.9072], [2.7194, 4.0063, -2.8898], [-2.7804, 0.5532, 3.6983], [0.3656, -5.6716, -2.4559], [-2.4511, 1.6284, -6.4997], [-1.4701, 1.7079, -6.9932], [-1.9969, -2.0006, 3.9730], [5.3051, -0.1316, 6.3476], [-3.6614, 2.8581, -9.1170], [-1.2310, -7.0710, -2.7641], [-5.5422, 2.2902, -7.1730], [6.9319, 2.2487, 6.1684], [-2.3609, 1.9302, -8.9850], [4.5532, 1.4285, 6.7639], [-3.4315, 1.4202, 3.8897], [0.9747, -6.3066, -1.8125], [-1.1837, -1.4585, 5.4685], [-4.3231, -0.1596, 6.1743], [-5.0526, 1.6643, -5.6332], [-1.4493, -6.0679, -1.3359], [3.7241, 0.3212, 5.7562], [-3.4009, 1.4118, 6.1468], [-5.3019, 0.5376, -6.9042], [-2.7823, -2.0975, 5.4821], [-1.7033, -5.5031, -3.0420], [5.9845, 1.7617, 3.0244], [0.7387, -5.8529, -3.4639], [7.5502, 0.6717, 5.5796], [-3.8634, 1.1103, -9.3556], [7.6611, 1.8688, 4.5387], [-2.7233, -0.0236, 6.8878]], "atomic_forces_ev_per_a": [[0.1, 0.1, 0.0], [-0.2, -0.6, 0.0], [-0.5, 0.1, 2.1], [-3.1, 0.7, 3.3], [1.3, 1.7, -1.0], [3.3, 1.4, 2.1], [0.7, -1.7, -0.5], [0.8, -0.4, -1.9], [0.2, -1.2, 3.7], [0.7, 0.8, 1.0], [-1.6, -1.5, 1.7], [0.4, -0.9, -0.9], [-0.9, -0.4, -0.5], [-0.3, -0.1, -0.6], [-1.6, -0.9, -1.6], [-0.3, -0.1, -0.8], [1.1, 0.3, -0.1], [0.7, 0.6, -0.7], [-0.4, -1.0, 0.1], [1.1, -0.7, -1.9], [-1.0, 1.6, -0.1], [0.2, 0.7, 0.2], [-0.1, -1.5, -1.6], [-0.3, 0.7, -0.6], [0.2, 0.7, -0.2], [-0.1, 0.0, 0.3], [-1.1, 0.3, 0.4], [0.4, -0.4, 0.3], [-0.2, -0.1, -0.2], [0.4, 0.0, -0.1], [0.3, -0.7, 0.4], [0.4, 0.1, 0.1], [0.0, 0.6, -0.5], [0.4, -0.1, 0.2], [0.2, 0.4, -0.2], [-0.2, 0.3, 0.3], [1.1, 0.2, 0.0], [-0.1, 0.3, -0.1], [0.3, 0.3, -1.1], [-0.2, -0.1, -0.4], [-0.2, 0.0, -0.2], [-0.2, 0.0, 0.2], [0.0, 0.6, 0.4], [-0.4, -0.1, -0.8], [0.3, 0.0, -0.4], [-0.8, -0.7, 0.7], [-0.2, -0.1, 0.2], [-0.7, 1.0, -0.4], [0.1, 0.0, 0.0]], "nbo_charge": [0.0078, -0.2487, -0.5750, -0.6697, -0.6703, -0.6007, -0.5447, -0.5888, -0.4310, -0.4606, -0.4331, -0.4104, -0.6389, -0.4164, 0.5307, -0.4157, -0.4270, -0.4122, -0.4197, 0.8849, 0.5386, -0.1490, 0.5316, 0.1193, 0.2402, 0.1877, 0.1854, 0.2026, 0.1895, 0.2023, 0.2162, 0.1925, 0.0814, 0.1891, 0.1949, 0.1931, 0.2411, 0.2130, 0.2437, 0.2157, 0.1884, 0.1831, 0.2186, 0.1049, 0.2101, 0.1923, 0.1907, 0.2220, 0.2006], "spin_multiplicity": 3, "e_homo_ev": [-3.51, -3.49], "e_lumo_ha": [0.078, 0.025], "e_above_lowest_kj_mol": 477.90, "total_charge": -1, "s2": 2.013}

{"formula": "C11H25ClHfIN2OP2", "method": "ωB97M-V/def2-TZVPD", "elements": ["Hf", "I", "Cl", "P", "P", "O", "N", "N", "C", "C", "C", "C", "C", "C", "C", "C", "C", "C", "C", "H", "H", "H", "H", "H", "H", "H", "H", "H", "H", "H", "H", "H", "H", "H", "H", "H", "H", "H", "H", "H", "H", "H", "H", "H"], "xyz": [[-0.0032, -1.6233, -0.9846], [0.6939, -3.7269, -2.4676], [-0.7783, -3.3856, 0.4279], [2.1910, -0.3146, -0.9189], [-2.2544, -0.3349, -0.9044], [-0.0382, 2.2235, -1.8644], [0.1529, -0.6985, 1.3732], [-0.0650, 0.7890, 3.0258], [-3.2054, -0.1575, -2.4340], [2.6364, 1.1784, -0.0152], [-0.0472, 0.6013, 1.6841], [-0.0227, 1.3460, -4.0767], [-2.6516, 1.2515, -0.0905], [3.0987, -0.0998, -2.4743], [3.2282, -1.5584, -0.0755], [-0.1407, 1.2570, -2.5836], [0.4262, -1.3205, 2.6093], [0.2435, -0.4252, 3.6246], [-3.3788, -1.3990, 0.0888], [-0.1763, 1.4315, 0.9880], [4.2685, -1.3164, -0.3506], [2.1413, 2.0649, -0.4730], [0.3278, -0.5301, 4.7138], [2.9739, 0.9206, -2.8436], [-4.2622, -0.3239, -2.1865], [-3.1443, -2.4614, -0.0720], [0.8630, 0.8214, -4.4673], [-0.2423, 1.6825, 3.4956], [4.1547, -0.2857, -2.2492], [-3.7347, 1.4163, -0.1543], [3.1089, -1.4842, 1.0147], [-3.2719, -1.1813, 1.1614], [0.0164, 2.3966, -4.4185], [-4.4181, -1.1968, -0.2235], [0.7244, -2.3351, 2.6925], [-2.1153, 2.0776, -0.6000], [2.3482, 1.1172, 1.0432], [-3.0734, 0.8447, -2.8479], [3.7286, 1.2908, -0.0848], [-0.8502, 0.8406, -4.5924], [-2.3501, 1.2264, 0.9703], [-2.8719, -0.9131, -3.1515], [2.9886, -2.5808, -0.4041], [2.7498, -0.8248, -3.2179]], "atomic_forces_ev_per_a": [[-0.5, -3.3, 3.1], [0.3, 0.8, -1.0], [0.2, 0.8, -0.1], [2.4, 0.8, 0.0], [-3.1, 1.4, 0.4], [-0.9, -6.8, -2.7], [0.8, 1.2, 0.0], [0.3, -0.4, -0.8], [0.3, -0.4, -0.5], [-0.6, 0.9, 0.2], [-0.4, -0.4, 0.5], [-0.3, -1.8, -2.0], [1.1, 0.6, 0.2], [-0.3, -0.2, -0.3], [-0.2, -0.6, 0.4], [1.4, 8.8, 2.7], [-0.7, 0.9, -0.2], [0.2, 0.2, 0.0], [0.1, -1.1, 0.3], [0.0, -0.4, 0.3], [-0.4, -0.2, 0.1], [0.5, -0.5, 0.4], [0.0, 0.0, -0.7], [0.1, -0.1, -0.1], [0.3, 0.1, -0.2], [-0.3, 0.4, 0.1], [0.0, 0.0, 0.5], [0.2, -0.6, -0.2], [-0.2, 0.2, -0.2], [0.2, -0.1, -0.1], [0.0, 0.0, -0.3], [0.2, 0.0, -0.3], [-0.1, -0.1, 0.9], [0.5, 0.1, 0.0], [-0.1, -0.6, -0.1], [-0.5, -0.2, 0.4], [0.2, 0.0, -0.4], [-0.1, -0.1, -0.1], [-0.3, 0.0, 0.0], [-0.1, 0.0, 0.3], [-0.3, 0.0, -0.5], [-0.3, 0.1, -0.2], [0.3, 0.2, 0.1], [0.2, 0.1, 0.0]], "nbo_charge": [1.3352, 0.0633, -0.3152, 0.7513, 0.7338, -0.2503, -0.6348, -0.4812, -0.9287, -0.9317, 0.1796, -0.7621, -0.9044, -0.9352, -0.8984, 0.7929, -0.0735, -0.0389, -0.8667, 0.2214, 0.2890, 0.2521, 0.2865, 0.2515, 0.2951, 0.2802, 0.3330, 0.4688, 0.2890, 0.2971, 0.2778, 0.2778, 0.3519, 0.2806, 0.2604, 0.2410, 0.2696, 0.2524, 0.2932, 0.3249, 0.2641, 0.2629, 0.2767, 0.2680], "spin_multiplicity": 1, "e_homo_ev": [-18.36, -18.37], "e_lumo_ha": [-0.539, -0.538], "e_above_lowest_kj_mol": 564.77, "total_charge": 3}

{"formula": "C33H30CeN7O5S4", "method": "ωB97M-V/def2-TZVPD", "elements": ["Ce", "S", "S", "S", "S", "O", "O", "O", "O", "O", "N", "N", "N", "N", "N", "N", "N", "C", "C", "C", "C", "C", "C", "C", "C", "C", "C", "C", "C", "C", "C", "C", "C", "C", "C", "C", "C", "C", "C", "C", "C", "C", "C", "C", "C", "C", "C", "C", "C", "C", "H", "H", "H", "H", "H", "H", "H", "H", "H", "H", "H", "H", "H", "H", "H", "H", "H", "H", "H", "H", "H", "H", "H", "H", "H", "H", "H", "H", "H", "H"], "xyz": [[-0.0462, -1.2825, 0.4381], [-1.4591, -0.1934, 2.9281], [-0.7538, -1.1558, -2.7147], [1.6936, 3.1405, 0.2599], [-0.5344, -3.7758, -0.8338], [-0.5370, 0.7799, -0.6543], [-1.3558, 6.7656, 1.1508], [1.4588, -2.8338, 1.4852], [1.0602, 0.3959, 1.7385], [-2.0152, 6.9467, -0.9030], [0.2836, -6.6184, 3.9160], [-1.5861, 6.2874, 0.0391], [4.0862, 1.1645, -0.6803], [1.4445, -3.9407, 2.1196], [-1.5717, -2.8722, 1.9094], [2.4416, -1.1469, -1.0567], [-2.6088, -0.9677, -0.2171], [0.2616, -2.5439, -3.1596], [-0.8908, -3.7069, 2.3194], [-1.6632, 4.2212, -1.2561], [-0.7646, 2.0266, -0.5499], [3.5030, 0.9212, -2.0291], [0.6759, 2.7800, 1.7291], [-3.0236, -1.8654, -1.1143], [3.2285, -0.9319, 0.1678], [-4.7806, -2.5754, 0.3414], [-0.8686, 4.0727, 1.0007], [-0.9004, 3.6066, 4.3094], [0.7583, 1.4723, 2.5299], [-0.2673, 4.4808, 3.5298], [1.0152, -2.4439, -4.3266], [2.2447, 0.0785, -1.8358], [-1.3069, 4.9170, -0.1320], [-4.4051, -1.5778, 1.2297], [0.3135, -5.6501, 3.2973], [0.3087, -4.4307, 2.5640], [-1.2745, 2.2435, 3.9630], [-0.6368, 1.3597, 3.1870], [0.4129, -3.6319, -2.2864], [1.3527, -4.6126, -2.6386], [-4.0995, -2.7102, -0.8523], [-2.8612, 0.3233, 1.8163], [-0.1450, 2.8581, 0.5042], [2.1157, -4.4991, -3.7869], [-3.3064, -0.7973, 0.9186], [0.2020, 4.2137, 2.1450], [4.4964, -0.1212, -0.0586], [1.9528, -3.4132, -4.6419], [-2.4333, -1.8518, -2.5031], [-1.5186, 2.8189, -1.4186], [-4.3835, -3.4567, -1.5815], [-1.2496, 3.9434, 5.2802], [-2.1221, 4.7845, -2.0597], [1.5069, 0.6904, -1.3193], [3.4700, -1.8967, 0.6050], [1.8347, -0.1794, -2.8101], [3.3047, 1.5989, -0.1270], [4.2518, 0.4222, -2.6453], [4.9966, 0.0734, 0.8889], [-0.1054, 5.4879, 3.8942], [0.8517, -1.5932, -4.9788], [-2.4860, 1.1457, 1.2126], [2.6044, -0.3856, 0.8930], [2.5344, -3.3403, -5.5520], [-3.6764, 0.6612, 2.4511], [-1.9393, 2.3421, -2.2952], [0.9558, 4.9471, 1.8780], [1.4771, -5.4580, -1.9743], [2.8449, -5.2650, -4.0224], [-1.7614, 3.6730, 1.5090], [5.1937, -0.6157, -0.7368], [2.8817, -1.8570, -1.6332], [-2.4363, -2.8461, -2.9421], [1.4887, 1.6142, 3.3478], [-5.6104, -3.2303, 0.5732], [-4.9459, -1.4097, 2.1514], [4.8496, 1.8359, -0.7146], [-2.2042, 1.9102, 4.4159], [-3.0598, -1.1970, -3.1145], [3.2376, 1.8765, -2.4808]], "atomic_forces_ev_per_a": [[0.3, 1.1, -0.2], [-0.3, 0.0, -0.3], [0.0, -0.4, 0.2], [0.3, 0.0, -0.2], [-0.1, -0.6, -0.1], [0.0, 1.0, 0.0], [-0.1, -0.1, -0.1], [-0.4, -0.4, 0.5], [-0.1, 0.1, 0.1], [0.0, -0.2, 0.2], [0.0, 0.0, 0.0], [0.0, 0.6, -0.2], [-0.2, 0.3, 0.1], [0.6, -0.2, 0.1], [-0.5, -0.6, 0.3], [0.1, 0.2, 0.1], [-0.4, -0.2, 0.0], [-0.1, 0.1, -0.1], [0.5, 0.4, -0.4], [0.0, 0.6, 0.2], [-0.1, 0.0, 0.0], [-0.3, -0.2, -0.3], [0.1, -0.5, -0.1], [-0.1, 0.0, 0.1], [0.2, 0.0, -0.1], [0.0, 0.0, 0.0], [0.0, 0.2, 0.0], [0.1, 0.2, 0.2], [-0.1, 0.4, 0.1], [-0.1, -0.1, -0.1], [-0.1, 0.1, 0.0], [0.2, 0.0, 0.0], [0.1, -0.7, -0.2], [0.0, 0.1, 0.0], [0.1, -0.1, 0.1], [-0.1, 0.0, 0.0], [0.0, -0.1, -0.1], [0.0, -0.2, 0.1], [0.1, -0.1, -0.1], [0.0, 0.1, 0.0], [0.0, 0.0, 0.0], [0.3, -0.1, 0.3], [0.2, 0.0, 0.0], [0.0, 0.0, 0.0], [-0.3, 0.0, -0.1], [-0.1, 0.1, 0.1], [-0.1, -0.4, 0.2], [0.1, 0.0, 0.0], [0.3, 0.1, -0.2], [0.1, -0.5, 0.1], [0.0, 0.0, 0.0], [0.0, 0.0, 0.0], [0.0, 0.0, 0.0], [-0.1, 0.1, 0.0], [0.0, 0.0, 0.0], [0.0, 0.0, 0.0], [0.2, 0.0, 0.0], [0.1, 0.0, 0.1], [0.0, 0.1, 0.0], [0.0, 0.0, 0.0], [0.0, 0.0, 0.0], [-0.1, 0.1, 0.0], [0.3, -0.1, 0.0], [0.0, 0.0, 0.0], [-0.1, 0.0, -0.1], [0.0, 0.0, 0.0], [0.0, 0.0, 0.0], [0.0, 0.0, 0.0], [0.0, 0.0, 0.0], [0.0, -0.1, 0.0], [0.0, 0.1, 0.0], [-0.2, -0.2, 0.0], [-0.1, 0.0, 0.0], [0.0, 0.0, 0.0], [0.0, 0.0, 0.0], [0.0, 0.0, 0.0], [0.0, 0.0, 0.0], [0.0, 0.0, 0.0], [-0.1, -0.1, 0.0], [0.1, 0.0, 0.1]], "mulliken_charge": [0.8187, -0.3071, 0.2551, -0.7774, -0.3621, 0.4964, -0.6418, -0.1165, -0.4154, -0.6943, -0.5044, 1.0168, 0.1354, -0.6002, -0.3740, -0.2986, 0.5454, -0.3518, 0.7786, -0.5852, -1.1385, -1.1916, -0.4395, 0.8159, -0.2549, -0.7471, 1.4966, -0.9131, 0.0478, -0.9803, -0.5792, 0.3269, -1.0815, -0.9347, -0.2313, 0.2393, -0.0464, 0.0894, 0.9082, -0.7246, -0.9645, 0.1382, 1.4151, -0.5899, -0.0776, -0.0888, -0.9889, -0.7228, -1.3096, -1.2415, 0.4771, 0.4025, 0.5342, 0.0258, 0.6616, 0.1983, -0.3042, 0.4620, 0.4335, 0.4070, 0.5180, -0.3500, 0.1972, 0.4041, 0.9513, 0.5459, 0.5575, 0.4657, 0.3957, 0.1839, 0.4263, 0.4357, 0.5314, 0.3569, 0.4266, 0.5094, 0.3761, 0.4641, 0.6084, 0.4495], "spin_multiplicity": 2, "e_homo_ev": [-7.37, -7.36], "e_lumo_ha": [-0.026, -0.026], "total_charge": 0, "s2": 0.751}

no.,strongest force on any atom (eV/Å)
1,4.60
2,9.30
3,1.16